(1)
Below is a 3-piece molecular cluster, C21H23N4O6 overall, with properties calculated with the ωB97M-V functional and the def2-TZVPD basis.

Each atom is followed by the atoms it is bonded to, with distances in Å.
Atoms and positions in Å:
1 C 5.1984 1.3710 2.9353  C2 1.668, H14 1.171, H15 1.186, H16 1.178
2 C 5.1846 2.4440 1.6581  C1 1.668, C3 1.653, H17 1.193, H18 1.172
3 C 3.7363 2.4599 0.8614  C2 1.653, N4 1.537, H19 1.189, H20 1.190
4 N 2.5497 2.7852 1.7831  C3 1.537, N5 1.414, H21 1.044
5 N 1.6179 1.7610 1.4960  N4 1.414, C6 1.519, C13 1.543
6 C 1.4046 0.7183 2.5795  N5 1.519, C7 1.657, H22 1.177
7 C 0.3873 -0.5770 2.3973  C6 1.657, C8 1.651, H23 1.177
8 C -0.4007 -0.6804 0.9501  C7 1.651, C9 1.664, C12 1.639
9 C -1.3835 -2.0085 0.7556  C8 1.664, O10 1.336, O11 1.488
10 O -2.6873 -1.7786 0.5758  C9 1.336
11 O -0.8980 -3.4132 0.8205  C9 1.488, H24 1.004
12 C -0.1726 0.4952 -0.1693  C8 1.639, C13 1.652, H25 1.178
13 C 0.8744 1.7341 0.1444  N5 1.543, C12 1.652, H26 1.173
14 H 4.1428 0.8860 3.0866  C1 1.171
15 H 5.9532 0.4728 2.7611  C1 1.186
16 H 5.5494 1.9428 3.9031  C1 1.178
17 H 5.9786 2.0037 0.8840  C2 1.193
18 H 5.5834 3.5069 1.9500  C2 1.172
19 H 3.6352 1.3865 0.3596  C3 1.189
20 H 3.7182 3.2425 -0.0345  C3 1.190
21 H 2.0630 3.6563 1.4751  N4 1.044
22 H 2.0102 0.8155 3.5838  C6 1.177
23 H 0.2520 -1.3743 3.2523  C7 1.177
24 H 0.0429 -3.4889 0.4798  O11 1.004
25 H -0.7514 0.4607 -1.1950  C12 1.178
26 H 1.1200 2.6216 -0.5828  C13 1.173
27 C -2.5270 -5.4111 -2.7302  C28 1.396, C32 1.396, H36 1.089
28 C -1.4000 -4.7518 -2.2370  C27 1.396, C29 1.396, H37 1.088
29 C -0.1235 -5.1575 -2.6312  C28 1.396, C30 1.402, H38 1.088
30 C 0.0132 -6.2266 -3.5274  C29 1.402, C31 1.401, N33 1.468
31 C -1.1163 -6.8952 -4.0180  C30 1.401, C32 1.396, H39 1.088
32 C -2.3876 -6.4823 -3.6144  C27 1.396, C31 1.396, H40 1.088
33 N 1.3513 -6.6414 -3.9653  C30 1.468, O34 1.240, O35 1.239
34 O 2.3263 -6.0373 -3.4941  N33 1.240
35 O 1.4294 -7.5686 -4.7840  N33 1.239
36 H -3.5205 -5.0875 -2.4243  C27 1.089
37 H -1.5168 -3.9188 -1.5471  C28 1.088
38 H 0.7448 -4.6333 -2.2379  C29 1.088
39 H -1.0245 -7.7296 -4.7102  C31 1.088
40 H -3.2707 -6.9929 -3.9920  C32 1.088
41 C -4.9800 4.1326 0.9538  C42 1.396, C46 1.396, H50 1.089
42 C -4.0448 3.1988 1.4026  C41 1.396, C43 1.396, H51 1.088
43 C -2.6824 3.4119 1.1836  C42 1.396, C44 1.402, H52 1.088
44 C -2.2656 4.5713 0.5151  C43 1.402, C45 1.401, N47 1.468
45 C -3.2028 5.5066 0.0567  C44 1.401, C46 1.396, H53 1.088
46 C -4.5627 5.2812 0.2791  C41 1.396, C45 1.396, H54 1.088
47 N -0.8333 4.8135 0.3043  C44 1.468, O48 1.240, O49 1.239
48 O -0.0365 3.9533 0.7078  N47 1.240
49 O -0.5027 5.8658 -0.2610  N47 1.239
50 H -6.0408 3.9648 1.1319  C41 1.089
51 H -4.3779 2.3053 1.9264  C42 1.088
52 H -1.9661 2.6747 1.5397  C43 1.088
53 H -2.8935 6.4082 -0.4679  C45 1.088
54 H -5.2979 6.0028 -0.0702  C46 1.088

Properties
Charge   +1
DFT total energy   -40372.653 eV
2S+1   1
Frontier orbital gap   6.567 eV

Listed below, in e, are the natural (NBO) charges computed for each atom: -0.63, -0.42, -0.27, -0.44, -0.19, 0.09, -0.22, -0.04, 0.73, -0.49, -0.67, -0.22, 0.10, 0.18, 0.23, 0.24, 0.23, 0.23, 0.22, 0.22, 0.41, 0.29, 0.29, 0.51, 0.29, 0.30, -0.17, -0.22, -0.22, 0.09, -0.20, -0.20, 0.50, -0.38, -0.36, 0.23, 0.21, 0.23, 0.26, 0.23, -0.15, -0.21, -0.21, 0.07, -0.19, -0.20, 0.52, -0.47, -0.33, 0.23, 0.23, 0.23, 0.26, 0.24


(2)
Below is an isolated molecule of C21H23N5O3, with properties calculated with the ωB97M-V functional and the def2-TZVPD basis.

Each atom is followed by the atoms it is bonded to, with distances in Å.
Atoms and positions in Å:
1 C -2.4097 -2.5943 2.8767  O2 1.408, H30 1.094, H31 1.089, H32 1.094
2 O -2.4583 -1.3809 2.1637  C1 1.408, C3 1.367
3 C -1.3119 -0.6423 2.0685  O2 1.367, C4 1.388, C29 1.395
4 C -0.0506 -1.0771 2.4521  C3 1.388, C5 1.385, H33 1.078
5 C 1.0455 -0.2483 2.2785  C4 1.385, C6 1.384, H34 1.080
6 C 0.9106 1.0201 1.7406  C5 1.384, C7 1.506, C28 1.392
7 C 2.0993 1.9211 1.5297  C6 1.506, N8 1.448, H35 1.095, H36 1.094
8 N 2.1062 2.4446 0.1798  C7 1.448, C9 1.352, H37 1.007
9 C 1.7895 3.7326 -0.0831  N8 1.352, O10 1.215, C11 1.523
10 O 1.7300 4.5772 0.7881  C9 1.215
11 C 1.5120 4.0996 -1.5347  C9 1.523, C12 1.530, H38 1.094, H39 1.092
12 C 1.7402 3.0446 -2.6191  C11 1.530, N13 1.450, H40 1.091, H41 1.096
13 N 0.9212 1.8602 -2.4448  C12 1.450, C14 1.350, H42 1.015
14 C -0.4278 1.9087 -2.4121  N13 1.350, O15 1.210, N16 1.396
15 O -1.1216 2.8596 -2.6914  C14 1.210
16 N -0.9880 0.6892 -2.0275  C14 1.396, C17 1.461, C20 1.359
17 C -2.4279 0.4472 -1.9660  N16 1.461, C18 1.549, H43 1.093, H44 1.093
18 C -2.5744 -0.9733 -1.3665  C17 1.549, N19 1.438, H45 1.094, H46 1.095
19 N -1.2049 -1.3504 -1.1440  C18 1.438, C20 1.357, C27 1.372
20 C -0.3305 -0.3725 -1.4917  N16 1.359, N19 1.357, N21 1.304
21 N 0.9231 -0.6375 -1.2471  C20 1.304, C22 1.385
22 C 0.8841 -1.8968 -0.6707  N21 1.385, C23 1.385, C27 1.421
23 C 1.9167 -2.6851 -0.1903  C22 1.385, C24 1.383, H47 1.078
24 C 1.5916 -3.9184 0.3430  C23 1.383, C25 1.392, H48 1.080
25 C 0.2764 -4.3733 0.3907  C24 1.392, C26 1.384, H49 1.080
26 C -0.7719 -3.6051 -0.0856  C25 1.384, C27 1.381, H50 1.080
27 C -0.4560 -2.3632 -0.6007  N19 1.372, C22 1.421, C26 1.381
28 C -0.3585 1.4527 1.3674  C6 1.392, C29 1.377, H51 1.080
29 C -1.4555 0.6362 1.5280  C3 1.395, C28 1.377, H52 1.079
30 H -2.0718 -2.4368 3.9055  C1 1.094
31 H -3.4314 -2.9714 2.8864  C1 1.089
32 H -1.7564 -3.3229 2.3871  C1 1.094
33 H 0.0974 -2.0606 2.8687  C4 1.078
34 H 2.0219 -0.6059 2.5709  C5 1.080
35 H 2.0518 2.7873 2.1980  C7 1.095
36 H 3.0292 1.3757 1.7170  C7 1.094
37 H 2.0380 1.7463 -0.5422  N8 1.007
38 H 0.4631 4.4076 -1.5724  C11 1.094
39 H 2.1076 4.9851 -1.7645  C11 1.092
40 H 2.7836 2.7269 -2.6444  C12 1.091
41 H 1.4907 3.5026 -3.5828  C12 1.096
42 H 1.3539 0.9744 -2.2023  N13 1.015
43 H -2.8987 1.2136 -1.3451  C17 1.093
44 H -2.8501 0.5187 -2.9718  C17 1.093
45 H -3.1299 -0.9706 -0.4237  C18 1.094
46 H -3.0618 -1.6624 -2.0637  C18 1.095
47 H 2.9370 -2.3400 -0.2352  C23 1.078
48 H 2.3771 -4.5514 0.7284  C24 1.080
49 H 0.0702 -5.3489 0.8062  C25 1.080
50 H -1.7922 -3.9577 -0.0604  C26 1.080
51 H -0.4842 2.4430 0.9542  C28 1.080
52 H -2.4437 0.9728 1.2542  C29 1.079

Properties
Energy relative to the best compared isomer or geometry (same formula, charge and spin)   11.4 kcal per mole
DFT total energy   -35745.469 eV
SMILES   COc1ccc(CNC(=O)CCNC(=O)N2CCn3c2nc2ccccc23)cc1
2S+1   1
Frontier orbital gap   8.818 eV

Listed below, in e, are the natural (NBO) charges computed for each atom: -0.26, -0.53, 0.37, -0.32, -0.18, -0.06, -0.25, -0.62, 0.68, -0.64, -0.52, -0.22, -0.66, 0.80, -0.64, -0.45, -0.20, -0.22, -0.37, 0.59, -0.59, 0.20, -0.23, -0.23, -0.23, -0.25, 0.09, -0.19, -0.29, 0.18, 0.20, 0.18, 0.23, 0.21, 0.25, 0.20, 0.40, 0.26, 0.24, 0.21, 0.22, 0.44, 0.22, 0.22, 0.22, 0.21, 0.22, 0.21, 0.21, 0.22, 0.22, 0.22


(3)
Below is an isolated molecule of C21H23N7O3, with properties calculated with the ωB97M-V functional and the def2-TZVPD basis.

Each atom is followed by the atoms it is bonded to, with distances in Å.
Atoms and positions in Å:
1 C -1.6714 3.7432 1.8140  C2 1.528, H32 1.087, H33 1.088, H34 1.087
2 C -0.3016 3.1756 2.1841  C1 1.528, C3 1.530, N4 1.457, H35 1.092
3 C 0.3015 3.9005 3.3884  C2 1.530, H36 1.086, H37 1.086, H38 1.088
4 N 0.6281 3.2240 1.0638  C2 1.457, C5 1.459, C12 1.343
5 C 0.6492 4.4042 0.2061  N4 1.459, C6 1.496, H39 1.089, H40 1.093
6 C 0.0228 4.1210 -1.1222  C5 1.496, N7 1.313, N10 1.357
7 N -1.2427 3.8115 -1.2894  C6 1.313, C8 1.355
8 C -1.4107 3.6125 -2.6196  N7 1.355, C9 1.364, H41 1.071
9 C -0.2250 3.8072 -3.2659  C8 1.364, N10 1.365, H42 1.071
10 N 0.6887 4.1301 -2.3051  C6 1.357, C9 1.365, C11 1.437
11 C 2.0838 4.3938 -2.5256  N10 1.437, H43 1.088, H44 1.092, H45 1.093
12 C 1.5264 2.2735 0.7570  N4 1.343, O13 1.226, C14 1.486
13 O 2.3071 2.3938 -0.1808  C12 1.226
14 C 1.5996 1.0293 1.5656  C12 1.486, C15 1.421, N31 1.310
15 C 2.0640 -0.2094 1.0455  C14 1.421, C16 1.364, H46 1.068
16 C 2.0552 -1.0392 2.1275  C15 1.364, C17 1.495, O30 1.345
17 C 2.4215 -2.4792 2.2951  C16 1.495, O18 1.405, H47 1.096, H48 1.099
18 O 2.3457 -3.2028 1.0931  C17 1.405, C19 1.365
19 C 1.1262 -3.3871 0.5077  O18 1.365, C20 1.391, C29 1.396
20 C -0.0885 -2.9447 1.0204  C19 1.391, C21 1.382, H49 1.078
21 C -1.2612 -3.2010 0.3353  C20 1.382, C22 1.389, H50 1.078
22 C -1.2412 -3.8992 -0.8656  C21 1.389, N23 1.398, C28 1.392
23 N -2.4500 -4.1393 -1.5264  C22 1.398, C24 1.353, N27 1.343
24 C -2.6925 -4.7112 -2.7288  N23 1.353, N25 1.308, H51 1.069
25 N -3.9788 -4.7387 -2.9667  C24 1.308, C26 1.349
26 C -4.5123 -4.1640 -1.8686  N25 1.349, N27 1.308, H52 1.070
27 N -3.6266 -3.7899 -0.9814  N23 1.343, C26 1.308
28 C -0.0273 -4.3464 -1.3809  C22 1.392, C29 1.377, H53 1.078
29 C 1.1412 -4.0895 -0.6983  C19 1.396, C28 1.377, H54 1.078
30 O 1.6306 -0.3570 3.2057  C16 1.345, N31 1.352
31 N 1.3572 0.9173 2.8481  C14 1.310, O30 1.352
32 H -2.4219 3.3315 2.4830  C1 1.087
33 H -1.9260 3.4876 0.7879  C1 1.088
34 H -1.6951 4.8258 1.9135  C1 1.087
35 H -0.4211 2.1230 2.4488  C2 1.092
36 H -0.3976 3.8733 4.2191  C3 1.086
37 H 1.2220 3.4104 3.6924  C3 1.086
38 H 0.5138 4.9398 3.1467  C3 1.088
39 H 0.1037 5.2009 0.7090  C5 1.089
40 H 1.6899 4.7065 0.0614  C5 1.093
41 H -2.3676 3.3452 -3.0199  C8 1.071
42 H 0.0384 3.7446 -4.3018  C9 1.071
43 H 2.3213 4.1938 -3.5686  C11 1.088
44 H 2.6809 3.7395 -1.8879  C11 1.092
45 H 2.3204 5.4373 -2.3034  C11 1.093
46 H 2.3455 -0.4199 0.0367  C15 1.068
47 H 3.4706 -2.5581 2.6028  C17 1.096
48 H 1.7977 -2.9268 3.0814  C17 1.099
49 H -0.1426 -2.3994 1.9488  C20 1.078
50 H -2.2092 -2.8635 0.7222  C21 1.078
51 H -1.9404 -5.0822 -3.3924  C24 1.069
52 H -5.5647 -4.0251 -1.7326  C26 1.070
53 H 0.0118 -4.8953 -2.3078  C28 1.078
54 H 2.0904 -4.4283 -1.0807  C29 1.078

Properties
DFT total energy   -38722.109 eV
SMILES   CC(C)N(Cc1nccn1C)C(=O)c1cc(COc2ccc(-n3cncn3)cc2)on1
2S+1   1
Frontier orbital gap   9.141 eV

Listed below, in e, are the natural (NBO) charges computed for each atom: -0.65, -0.04, -0.61, -0.39, -0.26, 0.34, -0.48, -0.09, -0.10, -0.32, -0.42, 0.65, -0.65, 0.06, -0.31, 0.28, -0.11, -0.48, 0.28, -0.24, -0.20, 0.11, -0.18, 0.18, -0.47, 0.14, -0.28, -0.20, -0.24, -0.27, -0.12, 0.22, 0.27, 0.20, 0.23, 0.21, 0.22, 0.20, 0.23, 0.23, 0.21, 0.21, 0.21, 0.25, 0.20, 0.26, 0.23, 0.20, 0.22, 0.25, 0.20, 0.20, 0.22, 0.23


(4)
Below is an isolated molecule of C21H23NO4, with properties calculated with the ωB97M-V functional and the def2-TZVPD basis.

Each atom is followed by the atoms it is bonded to, with distances in Å.
Atoms and positions in Å:
1 C 7.9341 -0.8418 -3.4571  C2 1.525, H27 1.088, H28 1.086, H29 1.088
2 C 7.0117 -1.9353 -3.9860  C1 1.525, C3 1.535, H30 1.092, H31 1.092
3 C 6.3625 -2.7731 -2.8754  C2 1.535, C4 1.528, H32 1.092, H33 1.091
4 C 4.9418 -2.3449 -2.5090  C3 1.528, C5 1.526, H34 1.093, H35 1.093
5 C 4.8656 -0.9447 -1.9061  C4 1.526, O6 1.427, H36 1.095, H37 1.091
6 O 3.5333 -0.6335 -1.4990  C5 1.427, C7 1.338
7 C 3.1534 -1.0631 -0.2897  O6 1.338, O8 1.207, C9 1.485
8 O 3.8762 -1.6667 0.4660  C7 1.207
9 C 1.7472 -0.7019 0.0218  C7 1.485, C10 1.392, C26 1.393
10 C 0.9325 -0.0453 -0.8961  C9 1.392, C11 1.381, H38 1.078
11 C -0.3694 0.2727 -0.5641  C10 1.381, C12 1.391, H39 1.078
12 C -0.8678 -0.0749 0.6870  C11 1.391, N13 1.417, C25 1.391
13 N -2.2060 0.2469 1.0245  C12 1.417, C14 1.391, C18 1.391
14 C -2.5733 0.7800 2.2558  N13 1.391, O15 1.200, C16 1.512
15 O -1.8144 1.0302 3.1515  C14 1.200
16 C -4.0674 1.0115 2.2333  C14 1.512, C17 1.528, C23 1.556, H40 1.090
17 C -4.5273 0.5473 0.8521  C16 1.528, C18 1.512, C20 1.556, H41 1.090
18 C -3.2748 0.0711 0.1524  N13 1.391, C17 1.512, O19 1.201
19 O -3.1914 -0.3808 -0.9568  C18 1.201
20 C -5.0791 1.8512 0.2068  C17 1.556, C21 1.509, C24 1.533, H42 1.086
21 C -6.3144 2.1842 1.0073  C20 1.509, C22 1.327, H43 1.074
22 C -5.9166 2.5863 2.2077  C21 1.327, C23 1.509, H44 1.074
23 C -4.4086 2.5291 2.2298  C16 1.556, C22 1.509, C24 1.533, H45 1.086
24 C -4.1020 2.8891 0.7714  C20 1.533, C23 1.533, H46 1.088, H47 1.089
25 C -0.0621 -0.7348 1.6086  C12 1.391, C26 1.380, H48 1.078
26 C 1.2409 -1.0412 1.2742  C9 1.393, C25 1.380, H49 1.079
27 H 8.7502 -1.2810 -2.8873  C1 1.088
28 H 7.4020 -0.1504 -2.8100  C1 1.086
29 H 8.3622 -0.2778 -4.2831  C1 1.088
30 H 7.6020 -2.5920 -4.6286  C2 1.092
31 H 6.2335 -1.4900 -4.6089  C2 1.092
32 H 6.3106 -3.8149 -3.1977  C3 1.092
33 H 6.9885 -2.7400 -1.9819  C3 1.091
34 H 4.5433 -3.0474 -1.7732  C4 1.093
35 H 4.3016 -2.3849 -3.3935  C4 1.093
36 H 5.5290 -0.8742 -1.0375  C5 1.095
37 H 5.1187 -0.1789 -2.6406  C5 1.091
38 H 1.3252 0.2171 -1.8653  C10 1.078
39 H -1.0024 0.7796 -1.2748  C11 1.078
40 H -4.5326 0.5040 3.0790  C16 1.090
41 H -5.2775 -0.2440 0.8461  C17 1.090
42 H -5.1923 1.7903 -0.8718  C20 1.086
43 H -7.3167 2.0469 0.6476  C21 1.074
44 H -6.5188 2.8539 3.0553  C22 1.074
45 H -3.9043 3.0913 3.0102  C23 1.086
46 H -4.3947 3.9086 0.5267  C24 1.088
47 H -3.0636 2.7328 0.4821  C24 1.089
48 H -0.4536 -0.9966 2.5783  C25 1.078
49 H 1.8864 -1.5514 1.9726  C26 1.079

Properties
Energy relative to the best compared isomer or geometry (same formula, charge and spin)   30.0 kcal per mole
DFT total energy   -31831.419 eV
SMILES   CCCCCOC(=O)c1ccc(N2C(=O)[C@@H]3[C@H](C2=O)[C@H]2C=C[C@@H]3C2)cc1
2S+1   1
Frontier orbital gap   9.690 eV

Listed below, in e, are the natural (NBO) charges computed for each atom: -0.60, -0.40, -0.40, -0.42, -0.08, -0.51, 0.78, -0.60, -0.17, -0.17, -0.17, 0.14, -0.50, 0.71, -0.56, -0.31, -0.31, 0.71, -0.56, -0.25, -0.19, -0.18, -0.25, -0.39, -0.21, -0.15, 0.20, 0.20, 0.21, 0.20, 0.19, 0.21, 0.20, 0.22, 0.20, 0.20, 0.19, 0.23, 0.23, 0.25, 0.25, 0.24, 0.22, 0.22, 0.24, 0.23, 0.21, 0.23, 0.24